1.
The following is a quantum chemistry calculation of a cluster of 15 separate species, C50H98O21S4 in total in a non-equilibrium geometry, from the Open Molecules 2025 dataset.

Last column: Mulliken charge in e.
CARTESIAN COORDINATES (ANGSTROEM)
C -25.12148 11.90052 -1.51127  -1.21
C -25.60772 10.47612 -1.39016  0.90
C -26.85516 10.18629 -2.26741  -0.41
O -26.48025 9.04421 -2.95569  -0.36
C -25.26525 8.63635 -2.60233  0.35
O -24.74690 7.52215 -2.94533  -0.62
O -24.64817 9.59563 -1.89219  0.02
H -25.29493 12.34990 -2.48906  0.63
H -24.06665 11.97469 -1.24683  -0.52
H -25.53861 12.54499 -0.73748  0.63
H -25.80945 10.25722 -0.34159  -0.10
H -26.94572 11.03591 -2.94420  0.35
H -27.76995 10.13791 -1.67671  0.34
C -18.32561 16.95331 -0.01235  -1.31
C -19.75146 16.37121 0.27422  0.91
O -19.89363 15.33109 0.92693  -0.36
C -20.95245 17.19831 0.00851  -1.06
H -17.54015 16.55987 0.63291  0.26
H -18.39626 18.03373 0.11333  0.42
H -18.05576 16.63913 -1.02061  0.31
H -20.99585 18.00262 0.74290  0.43
H -21.83622 16.56954 0.11666  0.00
H -20.97076 17.67210 -0.97296  0.41
C -17.52885 12.72418 0.31493  1.02
C -17.14449 13.54629 -0.89572  0.53
O -16.33144 14.48062 -0.84253  -0.18
C -17.76614 13.13761 -2.24517  -0.82
H -18.59249 12.53524 0.16966  -0.47
H -17.37293 13.28732 1.23507  -0.06
H -17.04556 11.74769 0.34643  0.03
H -17.92752 12.06777 -2.37740  0.32
H -17.15070 13.52828 -3.05555  0.50
H -18.70094 13.67189 -2.41483  0.05
C -25.20810 10.86201 7.84864  -0.88
C -24.74692 12.06953 7.11307  0.71
O -24.25577 11.96071 5.95759  -0.04
C -24.86616 13.35083 7.90703  -1.33
H -25.47473 10.10766 7.10840  -0.21
H -26.08313 11.06024 8.46761  0.56
H -24.40071 10.57456 8.52214  0.26
H -24.33912 14.17567 7.42747  0.00
H -24.45523 13.10347 8.88583  0.46
H -25.92350 13.51277 8.11649  0.42
C -28.25153 12.39187 4.18005  -1.41
C -26.96160 12.71051 3.47627  0.62
O -26.67358 13.90894 3.23551  -0.56
C -26.04436 11.56564 3.04541  0.92
H -28.11103 11.89791 5.14149  0.30
H -28.81361 11.58002 3.71845  0.39
H -28.74104 13.32300 4.46546  0.38
H -26.52088 10.58702 2.98756  0.30
H -25.11437 11.59124 3.61336  -0.42
H -25.77884 11.85852 2.02963  -0.53
C -24.58702 7.53074 1.48781  0.51
C -23.53352 6.76197 0.77020  0.44
O -22.37337 7.09917 0.99451  -0.33
C -23.89459 5.59169 -0.13916  -1.35
H -24.15036 8.45022 1.87766  -0.47
H -24.96542 6.99049 2.35559  -0.18
H -25.48216 7.61985 0.87229  0.44
H -24.60605 5.90803 -0.90196  0.27
H -24.52843 4.90430 0.42108  0.40
H -23.00678 5.10459 -0.54244  0.28
C -24.77099 16.58709 4.63366  -1.25
C -23.42639 16.40100 3.87904  0.47
O -22.53499 17.28303 3.96731  -0.61
C -23.29041 15.10428 3.07858  0.22
H -25.27400 15.70442 5.02861  0.16
H -25.48844 17.09288 3.98749  0.38
H -24.62113 17.20620 5.51816  0.40
H -22.28581 15.14703 2.65781  -0.23
H -23.97160 15.26201 2.24240  0.48
H -23.44909 14.19012 3.65061  -0.05
C -20.92257 10.70657 -3.14981  0.15
C -21.58858 10.14456 -4.40323  0.55
O -21.25262 9.06967 -4.95942  -0.60
C -22.76143 11.01540 -4.84526  -0.94
H -20.14558 10.02360 -2.80639  0.08
H -21.61048 10.67149 -2.30504  -0.14
H -20.54014 11.71843 -3.28391  0.13
H -22.37230 11.96406 -5.21500  0.38
H -23.48461 11.29084 -4.07763  0.00
H -23.28587 10.54201 -5.67530  0.34
C -21.80995 15.89701 -3.73105  -1.02
C -22.79938 15.61601 -2.60007  0.50
O -23.71025 16.41687 -2.35942  -0.61
C -22.45365 14.43309 -1.71190  0.99
H -20.85966 16.20722 -3.29651  0.17
H -22.20855 16.56309 -4.49627  0.38
H -21.64392 14.98040 -4.29704  0.27
H -22.99829 13.61219 -2.17839  -0.02
H -22.69330 14.62668 -0.66634  -0.47
H -21.39282 14.18329 -1.72971  -0.24
C -25.01175 8.42992 4.79073  0.18
C -25.55701 7.43725 5.78974  0.39
O -26.25163 7.75792 6.78042  -0.62
C -25.46182 5.98519 5.37301  -0.86
H -25.63456 8.37547 3.89784  0.61
H -24.04069 8.02798 4.50157  0.19
H -25.01353 9.46414 5.13491  -0.57
H -25.31123 5.93184 4.29479  0.12
H -26.27125 5.30258 5.63177  0.40
H -24.55965 5.61669 5.86129  0.19
C -17.68849 13.48783 4.01746  0.67
C -16.68316 12.36780 4.01883  0.28
O -15.55446 12.56367 4.44218  -0.61
C -17.22151 10.93186 3.82254  -0.43
H -17.09784 14.34045 4.35255  0.41
H -18.39967 13.35702 4.83306  -0.37
H -18.15444 13.56917 3.03544  -0.49
H -18.06164 10.84252 3.13386  -0.04
H -17.38771 10.42017 4.77052  0.40
H -16.41686 10.35494 3.36669  0.27
C -16.58030 7.34632 1.57561  -0.51
C -17.81025 6.41330 1.46454  -0.71
C -19.06658 7.25602 1.14342  -0.33
S -18.46711 8.73740 0.15682  0.90
O -18.89475 9.86914 1.00896  -0.33
O -18.78441 8.71923 -1.25754  -0.80
C -16.64026 8.28460 0.36366  -0.84
H -15.62389 6.85307 1.40218  0.43
H -16.55038 7.84763 2.54303  0.14
H -17.90831 5.84881 2.39181  0.44
H -17.49321 5.69611 0.70741  0.27
H -19.52577 7.67718 2.03777  -0.30
H -19.94545 6.86154 0.63345  0.70
H -16.08105 9.21770 0.29499  0.41
H -16.32469 7.81954 -0.57027  0.43
C -21.93544 9.41702 6.84318  1.54
C -20.64317 8.84934 6.30709  0.17
C -20.05499 7.86493 7.27890  -0.99
S -21.50656 7.06808 8.03717  1.18
O -21.24598 6.79856 9.43076  -0.69
O -21.96513 5.99344 7.11850  -0.66
C -22.52031 8.51492 7.98872  -1.13
H -22.62679 9.51538 6.00624  -0.77
H -21.82063 10.44610 7.18365  -0.21
H -19.90922 9.63858 6.14425  -0.11
H -20.77758 8.38297 5.33112  -0.01
H -19.66045 8.47122 8.09429  0.38
H -19.36212 7.08483 6.96350  0.50
H -22.41631 9.04435 8.93581  0.40
H -23.56066 8.19069 7.96309  0.44
C -20.53549 16.17726 6.04491  -0.41
C -19.13349 15.81657 6.59531  0.13
C -19.26171 15.08150 7.81470  -1.14
S -20.67167 13.90991 7.46613  1.02
O -21.30763 13.68670 8.77908  -0.77
O -20.14611 12.84382 6.66884  -0.47
C -21.63675 15.14342 6.41366  0.02
H -20.39236 16.21460 4.96499  -0.05
H -20.77942 17.19117 6.36206  0.52
H -18.46221 16.66849 6.70348  0.57
H -18.62709 15.15340 5.89399  -0.47
H -19.70874 15.72825 8.56967  0.39
H -18.37617 14.54759 8.15946  0.48
H -22.28222 15.67567 7.11238  0.47
H -22.25454 14.59110 5.70557  -0.33
C -21.73850 10.14748 2.80412  2.00
C -21.32096 11.42957 3.59580  0.84
C -20.75974 12.40154 2.53550  0.33
S -21.94493 12.17992 1.07800  0.94
O -21.12481 11.98422 -0.08509  0.00
O -23.08846 13.07178 1.01189  -0.34
C -22.60491 10.53230 1.59534  -0.73
H -22.35986 9.41303 3.31657  -0.20
H -20.89956 9.51524 2.51331  -1.69
H -20.56486 11.06506 4.29117  0.08
H -22.19930 11.85318 4.08282  -0.65
H -19.86502 11.86919 2.21272  -1.11
H -20.73504 13.48533 2.64905  0.58
H -22.56230 9.93520 0.68444  0.45
H -23.64717 10.64073 1.89537  -0.26

As for the spin multiplicity: 2. The value obtained for the LUMO energy (alpha / beta) is -0.1806 / -0.3181 Ha. The net charge is +1. For the HOMO-LUMO gap (alpha / beta), the calculation gives 6.40 / 2.65 eV. The calculation puts the total energy at -139764.179 eV.


2.
The following is a quantum chemistry calculation of a structure of composition C50H99BCl2Cu2F4N3O13S3 in a non-equilibrium geometry, from the Open Molecules 2025 dataset.

Last column: Mulliken charge in e.
CARTESIAN COORDINATES (ANGSTROEM)
Cu -4.85649 14.27942 -21.85343  0.68
Cu -4.64327 15.97402 -15.92885  0.43
C 5.43903 24.02550 -29.26360  -1.22
C 4.94345 25.49191 -29.22952  -0.57
C 4.41562 26.07587 -27.87889  -0.67
C 3.18839 25.35293 -27.25506  -0.73
N 2.59875 26.05303 -25.98135  0.35
C 3.64101 26.26519 -24.90106  -0.69
C 2.92598 26.34518 -23.58735  -0.63
C 1.57908 25.54962 -23.68874  -0.63
C 1.64372 25.16102 -25.18385  -0.80
C 1.95424 27.43586 -26.34175  -0.92
H 6.04876 23.72273 -30.11487  0.35
H 4.67952 23.26495 -29.08252  0.33
H 6.05037 23.80300 -28.38905  0.33
H 4.10172 25.71982 -29.88346  0.34
H 5.75059 26.10673 -29.62782  0.35
H 4.28051 27.15693 -27.91312  0.39
H 5.15944 26.04238 -27.08283  0.41
H 3.57692 24.38660 -26.93355  0.27
H 2.46787 25.16669 -28.05145  0.53
H 4.13301 27.22479 -25.05976  0.33
H 4.36073 25.44734 -24.93581  0.48
H 2.66371 27.35938 -23.28618  0.33
H 3.54360 25.88001 -22.81907  0.36
H 0.78812 26.26896 -23.47653  0.28
H 1.39866 24.77954 -22.93873  0.37
H 0.68984 25.02279 -25.69288  0.57
H 2.08010 24.16255 -25.21097  0.37
H 2.77465 28.13411 -26.50758  0.38
H 1.23406 27.78158 -25.60020  0.37
H 1.36859 27.25740 -27.24356  0.35
C -2.84387 22.08416 -30.36382  -1.71
C -2.94839 22.81614 -31.72588  1.65
C -2.94985 24.37580 -31.39717  -1.18
C -2.64759 25.36722 -32.55408  -0.84
C -1.43099 24.80425 -33.38073  -1.24
C -1.55753 23.36218 -33.90711  1.51
N -1.88376 22.50785 -32.72004  0.23
O -1.74074 21.06331 -33.05809  -0.78
C -0.12887 23.02329 -34.46716  -1.83
C -2.63713 23.29165 -35.03890  -1.62
C -4.37015 22.66131 -32.36825  -1.92
H -1.90691 22.39430 -29.90116  0.39
H -2.79365 20.99746 -30.43201  0.35
H -3.63026 22.36535 -29.66337  0.38
H -2.29423 24.62099 -30.56162  0.42
H -3.85929 24.81749 -30.98979  0.40
H -2.56047 26.42118 -32.29014  0.42
H -3.52080 25.37297 -33.20645  0.31
H -0.52124 25.04269 -32.82972  0.38
H -1.39077 25.44848 -34.25907  0.47
H 0.23659 23.69293 -35.24568  0.38
H -0.16274 22.04094 -34.93826  0.37
H 0.62814 23.05504 -33.68356  0.41
H -2.34400 23.92593 -35.87548  0.44
H -3.61710 23.61485 -34.68777  0.29
H -2.67286 22.33986 -35.56892  0.33
H -5.09939 22.44925 -31.58636  0.44
H -4.36880 21.81726 -33.05797  0.39
H -4.71715 23.50584 -32.96362  0.35
C -8.19978 19.69790 -16.43804  -1.62
C -7.83202 20.49799 -17.77691  1.42
C -7.42220 21.89475 -17.19599  -1.32
C -6.66656 22.77090 -18.17370  -0.71
C -5.49733 21.97706 -18.68710  -1.35
C -5.83415 20.64769 -19.34862  1.66
N -6.71733 19.82409 -18.47023  0.34
O -7.04351 18.45592 -18.95999  -0.80
C -4.43965 19.98320 -19.43184  -1.86
C -6.31922 20.91259 -20.76316  -1.82
C -9.04136 20.61532 -18.69473  -1.56
H -7.23873 19.49700 -15.96463  0.40
H -8.75516 18.83700 -16.81021  0.34
H -8.80796 20.30740 -15.76965  0.33
H -6.82941 21.75077 -16.29268  0.39
H -8.33171 22.38920 -16.85482  0.49
H -6.50214 23.79095 -17.82647  0.38
H -7.25990 22.88205 -19.08128  0.25
H -4.79157 21.78124 -17.87984  0.42
H -5.02580 22.62900 -19.42245  0.48
H -3.70929 20.66795 -19.86289  0.38
H -4.57836 19.15681 -20.12893  0.38
H -4.21483 19.54844 -18.45790  0.47
H -5.40781 21.07367 -21.33889  0.51
H -6.96630 21.77577 -20.91909  0.36
H -6.76410 20.04150 -21.24419  0.34
H -8.79197 21.26980 -19.52993  0.32
H -9.84932 21.22125 -18.28469  0.41
H -9.46135 19.63335 -18.91260  0.31
B -0.89557 13.75663 -25.49777  0.59
F 0.49896 13.69621 -25.31500  -0.43
F -1.51794 13.05679 -24.49691  -0.41
F -1.20707 15.05539 -25.36825  -0.38
F -1.22568 13.14011 -26.65157  -0.37
C -1.60885 11.44863 -16.89387  -0.51
O -1.93107 12.64294 -17.54106  -0.69
H -1.55648 11.54020 -15.80899  0.18
H -2.36765 10.68433 -17.06171  0.18
H -0.65791 11.06409 -17.26256  0.18
C -12.93260 12.86367 -15.91787  -0.64
C -12.52170 11.56847 -16.60563  -0.47
C -11.01817 11.37516 -16.41063  -0.70
S -10.64083 11.95860 -14.77940  1.05
O -9.55590 12.94087 -14.81241  -0.62
O -10.47645 10.79735 -13.86472  -0.66
C -12.32067 12.78485 -14.44628  -0.73
H -13.97640 13.17695 -15.93891  0.34
H -12.33703 13.69459 -16.29599  0.31
H -12.57724 11.66360 -17.69004  0.29
H -13.12187 10.77512 -16.16009  0.31
H -10.52670 12.03440 -17.12613  0.35
H -10.54233 10.39946 -16.50894  0.39
H -12.23749 13.68439 -13.83635  0.42
H -12.88878 12.08980 -13.82802  0.35
C -17.98891 21.97354 -15.82845  -0.60
C -16.80221 21.14803 -15.24162  -0.72
C -17.01871 19.66216 -15.61350  -0.70
S -18.87545 19.41751 -15.41765  1.07
O -19.19140 19.08776 -14.02096  -0.62
O -19.30634 18.63531 -16.57345  -0.64
C -19.29941 21.17953 -15.69667  -0.57
H -17.62099 22.04520 -16.85197  0.28
H -18.19585 22.98440 -15.47712  0.33
H -16.80575 21.26036 -14.15743  0.31
H -15.77304 21.48165 -15.37422  0.44
H -16.66006 18.80875 -15.03802  0.44
H -16.88551 19.58813 -16.69278  0.30
H -20.02885 21.45684 -14.93567  0.37
H -19.89638 21.11090 -16.60607  0.32
C -10.87814 19.22727 -26.62028  -0.55
C -11.95243 18.58019 -25.75107  -0.61
C -11.29258 17.49074 -24.85873  -0.64
S -10.21835 16.65645 -26.05292  1.06
O -10.89215 15.47077 -26.62256  -0.65
O -8.89367 16.54030 -25.51427  -0.62
C -10.20962 18.03301 -27.28573  -0.76
H -10.09336 19.74083 -26.06486  0.29
H -11.24533 19.94468 -27.35418  0.31
H -12.77707 18.19853 -26.35307  0.33
H -12.37079 19.35743 -25.11156  0.32
H -11.83331 16.74083 -24.28136  0.40
H -10.61758 18.08128 -24.23927  0.32
H -10.76122 17.58805 -28.11389  0.36
H -9.24327 18.13750 -27.77901  0.44
O -6.46586 27.83069 -24.23728  -0.62
C -7.71108 27.78454 -24.26501  0.46
O -8.37628 27.23340 -25.30124  -0.32
C -9.75578 27.26844 -25.17003  -0.35
C -9.96434 27.76486 -23.73069  -0.50
C -8.65387 28.39803 -23.27857  -0.31
H -10.14680 26.26629 -25.34579  0.30
H -10.15525 28.03403 -25.83515  0.25
H -10.19924 26.92401 -23.07810  0.27
H -10.71499 28.55055 -23.64519  0.29
H -8.48959 28.28757 -22.20670  0.30
H -8.61692 29.46749 -23.48587  0.22
O -5.12001 16.59511 -6.66296  -0.58
C -6.07451 16.98083 -7.24790  0.53
O -5.98829 18.12693 -7.86257  -0.34
C -7.20945 18.37832 -8.55968  -0.45
C -7.72103 16.93874 -8.76889  -0.52
C -7.40885 16.35676 -7.51183  -0.27
H -6.97845 18.93713 -9.46658  0.29
H -7.83428 19.02263 -7.94117  0.26
H -7.30107 16.43527 -9.63967  0.29
H -8.78852 16.99218 -8.98264  0.28
H -7.26014 15.28971 -7.67734  0.24
H -8.11345 16.67260 -6.74250  0.27
Cl -11.99518 23.74857 -9.93039  -0.17
C -11.49912 25.36782 -9.31161  -0.40
C -11.33898 26.34447 -10.45486  -0.46
Cl -12.85646 26.47356 -11.40950  -0.18
H -10.51755 25.30486 -8.84188  0.28
H -12.20105 25.70775 -8.55013  0.32
H -10.51446 25.95413 -11.05142  0.30
H -11.06964 27.36883 -10.19747  0.32

The value obtained for the LUMO energy is -0.0496 Ha. The net charge is -1. For the HOMO-LUMO gap, the calculation gives 1.04 eV. The calculation puts the total energy at -242903.106 eV.


Q: Number 1 is which compound?
A: C50H98O21S4